This record from the OMol25 dataset describes C40H96N6O23 as an isolated structure. The level of theory is the ωB97M-V functional and the def2-TZVPD basis.

Computed properties:
Calculated total energy (Ha): -3640.31344
HOMO-LUMO gap (eV): 3.8
HOMO energy (eV): -5.05

Geometry as ORCA input:
```
! wB97M-V def2-TZVPD RIJCOSX def2/J DEFGRID3
* xyz 0 1
C -3.62 7.50 17.65
C -4.29 8.80 18.16
C -5.52 8.54 19.06
N -6.10 9.76 19.81
C -5.02 10.55 20.64
C -5.57 11.79 21.31
C -6.18 12.75 20.32
C -7.25 12.03 19.51
C -6.85 10.68 18.84
C -7.16 9.17 20.76
H -2.76 7.66 17.01
H -4.37 7.08 16.98
H -3.47 6.80 18.48
H -4.61 9.43 17.33
H -3.59 9.48 18.66
H -5.26 7.94 19.94
H -6.28 8.13 18.39
H -4.35 10.79 19.82
H -4.67 9.83 21.37
H -4.70 12.26 21.77
H -6.15 11.46 22.18
H -5.40 13.15 19.68
H -6.58 13.58 20.91
H -7.60 12.74 18.76
H -8.08 11.89 20.20
H -6.11 10.87 18.07
H -7.69 10.21 18.33
H -6.70 8.48 21.46
H -7.84 8.64 20.09
H -7.66 10.01 21.24
C -5.01 5.10 21.79
N -6.05 4.38 21.02
C -7.23 4.16 21.97
C -6.43 5.25 19.84
C -5.55 3.01 20.60
C -4.55 2.99 19.45
O -3.43 3.84 19.65
H -5.41 6.05 22.16
H -4.16 5.29 21.14
H -4.71 4.49 22.64
H -8.03 3.61 21.48
H -7.58 5.15 22.24
H -6.88 3.62 22.84
H -5.57 5.32 19.18
H -6.58 6.17 20.40
H -7.43 4.92 19.55
H -6.47 2.56 20.21
H -5.38 2.42 21.51
H -4.96 3.45 18.54
H -4.17 2.01 19.14
H -2.88 3.41 20.33
C -4.13 -1.28 20.19
N -2.61 -1.13 20.38
C -1.96 -2.46 20.10
C -2.04 -0.07 19.46
C -2.34 -0.75 21.89
C -0.81 -0.75 22.20
O -0.61 -0.13 23.43
H -4.64 -0.38 20.55
H -4.42 -2.05 20.90
H -4.46 -1.63 19.22
H -2.41 -2.99 19.26
H -2.14 -3.09 20.97
H -0.92 -2.26 19.86
H -0.96 -0.10 19.56
H -2.45 0.87 19.82
H -2.41 -0.30 18.46
H -2.86 -1.53 22.45
H -2.86 0.20 22.03
H -0.33 -0.04 21.51
H -0.26 -1.68 22.25
H -0.57 0.84 23.36
C 0.27 4.99 19.40
N 0.68 3.75 18.59
C 1.60 2.84 19.35
C -0.54 3.02 18.11
C 1.29 4.21 17.28
C 2.62 5.02 17.27
O 3.61 4.08 17.71
H -0.34 4.61 20.21
H -0.18 5.77 18.79
H 1.23 5.40 19.71
H 2.45 3.37 19.76
H 1.93 2.14 18.59
H 1.06 2.44 20.21
H -1.01 2.54 18.98
H -0.36 2.19 17.42
H -1.26 3.71 17.68
H 0.53 4.78 16.74
H 1.48 3.30 16.73
H 2.66 5.85 17.97
H 2.84 5.39 16.27
H 4.07 4.57 18.39
C -5.48 1.55 15.21
N -6.30 0.27 15.41
C -5.67 -0.80 14.63
C -6.03 -0.05 16.90
C -7.79 0.59 15.24
C -8.39 0.51 13.82
O -7.74 1.55 13.09
H -5.48 1.78 14.15
H -4.50 1.45 15.66
H -6.00 2.40 15.68
H -6.23 -1.73 14.51
H -4.64 -0.96 14.92
H -5.65 -0.50 13.58
H -6.48 -1.04 16.99
H -6.46 0.78 17.46
H -4.95 -0.15 17.02
H -8.01 1.61 15.56
H -8.30 -0.10 15.91
H -9.47 0.60 13.87
H -8.25 -0.48 13.38
H -7.40 1.15 12.28
C -10.75 2.74 25.79
N -9.23 2.87 25.75
C -8.63 1.61 26.37
C -8.74 2.87 24.27
C -8.78 4.09 26.59
C -9.17 5.45 26.04
O -10.41 5.88 26.64
H -11.07 1.82 25.30
H -11.11 3.57 25.18
H -10.99 2.70 26.84
H -9.18 1.55 27.31
H -7.58 1.72 26.64
H -8.79 0.86 25.60
H -9.11 3.70 23.67
H -9.06 1.95 23.80
H -7.66 3.03 24.27
H -7.69 4.06 26.56
H -9.21 3.80 27.55
H -9.27 5.40 24.96
H -8.46 6.23 26.29
H -10.46 6.82 26.44
O -6.97 5.84 24.79
C -6.85 5.00 25.89
O -7.20 5.41 27.00
O -6.30 3.87 25.69
H -7.21 6.55 25.42
O -9.43 3.98 17.48
C -8.50 3.03 17.70
O -7.35 3.33 17.25
O -8.71 1.89 18.16
H -8.86 4.56 16.95
O -5.22 1.99 23.75
C -5.95 0.84 23.69
O -6.76 0.59 24.59
O -5.75 0.15 22.64
H -5.73 2.34 24.52
O -10.26 2.81 20.65
C -11.30 2.08 21.19
O -12.17 1.60 20.43
O -11.42 2.04 22.43
H -10.04 2.44 19.78
O -3.49 8.04 21.62
C -2.29 8.51 21.16
O -1.71 7.63 20.45
O -1.82 9.62 21.48
H -3.20 7.16 21.26
O -2.17 4.22 22.81
C -1.50 3.11 22.41
O -1.82 2.59 21.31
O -0.63 2.63 23.18
H -1.81 4.13 23.71
*
```

Here are the Mulliken charges for atoms 1 to 6, given in e:
1. C -1.29
2. C -0.87
3. C 0.31
4. N 0.90
5. C -0.29
6. C -1.12


This record from the OMol25 dataset describes a 13-piece molecular cluster, C41H104N4O13 overall. The level of theory is the ωB97M-V functional and the def2-TZVPD basis.

Computed properties:
Calculated total energy (Ha): -2821.22353
HOMO-LUMO gap (eV): 7.8
HOMO energy (eV): -7.72

Geometry as ORCA input:
```
! wB97M-V def2-TZVPD RIJCOSX def2/J DEFGRID3
* xyz 0 1
C -0.94 -4.10 5.31
O -0.12 -4.97 4.60
H -1.97 -4.46 5.36
H -0.61 -3.97 6.34
H -1.00 -3.09 4.88
H 0.05 -5.75 5.13
C 5.42 -3.95 -1.38
O 5.43 -5.37 -1.26
H 5.35 -3.59 -2.40
H 4.48 -3.65 -0.90
H 6.22 -3.40 -0.90
H 5.02 -5.34 -0.39
C 4.90 0.68 4.32
O 5.41 0.24 3.12
H 3.84 0.59 4.07
H 5.12 0.21 5.28
H 4.87 1.76 4.49
H 5.55 1.05 2.61
C -0.73 3.23 4.59
O -1.18 3.03 5.90
H 0.35 3.40 4.50
H -0.94 2.48 3.83
H -1.22 4.16 4.32
H -0.60 2.36 6.27
C 4.54 -6.82 1.21
O 4.47 -5.40 1.21
H 3.66 -7.35 1.58
H 4.63 -7.15 0.18
H 5.48 -7.05 1.70
H 3.69 -5.15 1.72
O 1.55 3.69 -1.46
H 0.89 4.36 -1.27
H 1.60 3.67 -2.41
O -2.24 -2.66 -3.66
H -2.16 -3.18 -4.46
H -2.59 -3.28 -3.01
O 3.41 -2.60 3.87
H 3.30 -3.52 4.10
H 2.84 -2.48 3.11
O 4.17 2.99 -1.14
H 4.32 2.59 -1.99
H 3.22 2.97 -1.02
C -7.87 1.50 -1.08
C -6.67 2.47 -1.46
C -5.34 1.68 -1.11
C -5.02 0.57 -2.17
C -4.97 1.25 -3.58
C -6.28 1.98 -3.97
N -6.70 2.90 -2.89
O -7.87 3.49 -3.17
C -5.85 2.67 -5.26
C -7.25 0.85 -4.27
C -6.65 3.87 -0.76
H -8.79 2.07 -1.24
H -7.79 1.18 -0.04
H -8.02 0.61 -1.70
H -4.42 2.27 -1.09
H -5.33 1.03 -0.24
H -5.68 -0.29 -2.20
H -4.20 -0.06 -1.83
H -4.71 0.48 -4.30
H -4.17 1.98 -3.51
H -5.22 2.17 -6.01
H -6.76 3.10 -5.67
H -5.27 3.58 -5.09
H -7.20 -0.09 -3.72
H -8.29 1.19 -4.36
H -7.00 0.43 -5.25
H -6.12 3.66 0.18
H -7.62 4.32 -0.58
H -5.98 4.58 -1.25
H -7.63 4.42 -3.26
C 3.46 -0.66 0.47
C 2.04 -1.13 0.25
C 1.53 -1.93 1.43
C 0.00 -2.08 1.65
C -0.70 -0.76 1.52
C -0.34 0.02 0.17
N 1.17 0.04 0.10
O 1.40 0.70 -1.07
C -1.16 -0.59 -0.99
C -0.89 1.35 0.53
C 1.90 -2.04 -0.93
H 3.57 -0.14 1.42
H 3.85 0.02 -0.29
H 4.07 -1.55 0.59
H 1.91 -2.95 1.41
H 1.88 -1.38 2.30
H -0.24 -2.62 2.57
H -0.31 -2.78 0.87
H -0.62 -0.12 2.40
H -1.77 -0.95 1.46
H -1.21 -1.68 -0.99
H -2.21 -0.30 -0.96
H -0.75 -0.25 -1.94
H -0.84 1.97 -0.37
H -1.97 1.27 0.66
H -0.32 1.83 1.33
H 0.89 -2.34 -1.17
H 2.45 -2.98 -0.90
H 2.27 -1.55 -1.83
H 1.28 1.60 -0.76
C 7.72 -1.36 -4.89
C 6.52 -0.75 -5.69
C 5.29 -1.07 -4.83
C 5.09 -0.17 -3.57
C 5.27 1.36 -3.91
C 6.51 1.65 -4.74
N 6.59 0.74 -5.89
O 7.56 1.17 -6.80
C 6.34 3.09 -5.39
C 7.79 1.67 -3.91
C 6.23 -1.56 -7.01
H 8.60 -0.73 -5.01
H 7.75 -2.45 -4.91
H 7.45 -1.05 -3.88
H 4.40 -1.01 -5.45
H 5.34 -2.08 -4.42
H 5.66 -0.38 -2.66
H 4.05 -0.42 -3.36
H 5.40 1.95 -3.00
H 4.45 1.77 -4.50
H 6.10 3.68 -4.51
H 7.27 3.39 -5.88
H 5.42 3.19 -5.97
H 8.71 1.81 -4.47
H 7.61 2.53 -3.26
H 8.03 0.79 -3.31
H 5.34 -1.28 -7.57
H 6.05 -2.60 -6.73
H 6.97 -1.46 -7.81
H 6.99 1.43 -7.53
C -3.75 2.90 3.52
C -4.43 1.63 4.13
C -4.27 0.52 3.02
C -4.30 -0.97 3.49
C -3.30 -1.21 4.65
C -3.43 -0.27 5.82
N -3.69 1.15 5.38
O -3.71 2.10 6.40
C -4.60 -0.74 6.77
C -2.10 -0.37 6.65
C -5.92 1.81 4.54
H -3.36 3.56 4.29
H -4.48 3.34 2.84
H -3.00 2.65 2.77
H -5.04 0.53 2.25
H -3.42 0.63 2.35
H -3.94 -1.64 2.72
H -5.28 -1.31 3.82
H -2.28 -1.21 4.28
H -3.45 -2.28 4.83
H -4.86 -0.10 7.61
H -5.52 -0.80 6.19
H -4.42 -1.63 7.39
H -1.32 0.26 6.22
H -2.31 -0.10 7.68
H -1.62 -1.35 6.63
H -6.12 2.72 5.11
H -6.22 1.13 5.34
H -6.66 1.69 3.75
H -2.85 2.51 6.35
*
```

Here are the Mulliken charges for atoms 1 to 6, given in e:
1. C -0.28
2. O -0.49
3. H 0.27
4. H 0.39
5. H -0.15
6. H 0.29